Record 1
The following is a quantum chemistry calculation of a single C15H22N2O4 molecule, from the OMol25 dataset.

Each line ends with the Löwdin charge.
CARTESIAN COORDINATES (ANGSTROEM)
C 1.4985 -1.2813 2.1371  -0.04
C -0.0303 -0.8758 1.6666  -0.11
C -0.8925 -2.0507 0.9907  -0.31
C -0.6175 -3.4182 1.5917  -0.07
C -0.7248 -1.9803 -0.5305  -0.23
N 0.6474 -2.3067 -1.1001  0.09
C -1.1974 -0.6884 -1.1830  -0.45
O -2.3398 -0.2499 -1.0969  0.05
N -0.3347 -0.3352 -2.1653  0.11
C -0.4761 0.9998 -2.7381  -0.20
C 0.3444 2.0858 -1.9455  -0.04
C 0.2744 2.0393 -0.3460  -0.14
C -1.0318 2.1597 0.2805  -0.06
C -1.1912 2.3462 1.5942  0.00
C -0.0117 2.2241 2.3807  -0.34
O -0.1229 2.4806 3.6828  0.05
C 1.2815 2.0694 1.8520  -0.06
C 1.4173 2.0617 0.5194  -0.06
C -0.0201 0.9350 -4.1757  -0.44
O 0.7155 0.1262 -4.6578  0.14
O -0.3843 2.1304 -4.7933  0.10
H 1.6958 -2.2735 1.7849  0.03
H 1.7193 -1.2337 3.2208  0.08
H 2.0911 -0.6500 1.6531  -0.01
H -0.0513 -0.0437 1.0264  0.04
H -0.4602 -0.8441 2.6033  0.07
H -1.8932 -1.8393 1.3172  0.13
H 0.3712 -3.7344 1.4081  0.04
H -1.3228 -4.1528 1.1451  0.10
H -0.6839 -3.3706 2.6688  0.09
H -1.4472 -2.7241 -0.8510  0.15
H 0.5571 -3.1522 -1.5866  0.07
H 1.2054 -2.6031 -0.3118  0.06
H 0.5323 -0.7879 -2.2092  0.09
H -1.6097 1.2358 -2.5885  0.18
H 0.0766 3.0425 -2.1991  0.08
H 1.4399 1.8214 -2.1435  0.14
H -1.8434 1.9809 -0.2949  0.07
H -2.1646 2.3616 2.1823  0.15
H 0.5641 2.0633 4.2409  0.13
H 2.1327 2.1362 2.5388  0.13
H 2.3911 2.0196 0.1022  0.10
H -0.1041 2.2761 -5.6709  0.09

Calculated values
**LUMO**: 0.6 eV
**E**: -995.20061 a.u.
**Molecular weight**: 294.4 g/mol
**Highest occupied orbital energy**: -8.22 eV
**SMILES string**: CC[C@H](C)[C@H](N)C(=O)N[C@@H](Cc1ccc(O)cc1)C(=O)O
**Orbital gap**: 8.846 eV

Record 2
The following is a quantum chemistry calculation of 2 unconnected molecules or ions with the total composition C3H9NO2, from the OMol25 dataset.

Each line ends with the Löwdin spin population.
CARTESIAN COORDINATES (ANGSTROEM)
C -1.7388 1.0299 1.5959  0.01
N -1.4505 0.8466 3.0161  0.03
H 1.5869 0.1637 0.5162  0.05
H -0.5047 1.0668 3.2726  0.05
H -2.2616 1.0294 3.5690  0.01
H -1.8629 0.0179 1.1701  0.02
H -0.9925 1.5766 1.0173  0.01
H -2.6460 1.5988 1.3667  0.01
C 0.4983 -1.5218 -2.2174  0.28
C 0.9460 -0.4369 -1.2842  0.03
O 1.1519 -0.6705 0.0162  0.18
O 1.0264 0.6973 -1.7299  0.09
H 0.1113 -2.3889 -1.6732  0.07
H 1.2698 -1.8426 -2.9321  0.07
H -0.2241 -1.0394 -2.8760  0.07

Calculated values
**LUMO (spin up / spin down)**: 3.4 / 3.7 eV
**Total charge**: -1
**Spin multiplicity**: 2
**E**: -324.85501 a.u.
**Molecular weight**: 91.1 g/mol
**Highest occupied orbital energy (spin up / spin down)**: 1.77 / -5.93 eV
**Orbital gap (spin up / spin down)**: 1.650 / 9.627 eV

Record 3
The following is a quantum chemistry calculation of a molecular structure, C18H47AlN4O6, from the OMol25 dataset.

Each line ends with the Löwdin charge.
CARTESIAN COORDINATES (ANGSTROEM)
Al -11.8672 -10.2923 -4.8028  0.98
C -12.7936 -18.6639 -4.8829  0.10
C -12.3321 -17.2059 -4.5949  -0.54
O -11.2920 -16.9015 -5.2015  0.23
O -12.9955 -16.2999 -4.0286  0.15
H -12.8089 -18.9495 -5.9346  0.11
H -13.8342 -18.6975 -4.5602  0.11
H -12.2276 -19.3990 -4.3107  0.11
C -11.4805 -3.6299 -8.9696  -0.03
C -12.0903 -4.9144 -8.3093  -0.47
C -13.3880 -5.4008 -8.9920  -0.19
O -13.8129 -6.7261 -8.5991  -0.21
C -15.1811 -7.0398 -8.9924  -0.08
N -11.1452 -5.9226 -8.2474  0.06
H -10.5531 -3.7940 -9.5183  0.08
H -11.3569 -2.8792 -8.1890  0.08
H -12.2279 -3.1501 -9.6015  0.08
H -12.3667 -4.5584 -7.3168  0.13
H -13.2765 -5.4278 -10.0759  0.12
H -14.1220 -4.5978 -8.9244  0.12
H -15.6158 -8.0088 -8.7469  0.08
H -15.1603 -6.9935 -10.0812  0.08
H -15.8626 -6.3020 -8.5687  0.08
H -10.9767 -6.1212 -9.2232  0.09
H -10.3474 -5.3887 -7.9332  0.08
C -10.0015 -6.1737 1.7663  -0.06
C -10.4542 -7.4006 0.9672  -0.40
C -11.6680 -8.1969 1.5887  -0.22
O -12.1376 -9.0616 0.6289  -0.18
C -13.3753 -9.5878 1.0547  -0.11
N -10.7372 -6.9589 -0.3886  0.06
H -10.1441 -6.3497 2.8325  0.08
H -10.7760 -5.4067 1.7658  0.09
H -8.9367 -5.9589 1.6765  0.09
H -9.6267 -8.1099 0.9823  0.13
H -12.5252 -7.6052 1.9100  0.13
H -11.2402 -8.7286 2.4386  0.13
H -13.7398 -10.4019 0.4283  0.09
H -14.2459 -8.9381 1.1449  0.09
H -13.1515 -9.9787 2.0473  0.09
H -10.1240 -6.1847 -0.6002  0.07
H -11.5869 -6.4247 -0.2758  0.08
C -11.4023 -13.0800 -11.9977  -0.08
C -12.1457 -12.5151 -10.8631  -0.44
C -13.3528 -13.4335 -10.4568  -0.20
O -14.0074 -13.1680 -9.2571  -0.17
C -15.2599 -13.8209 -9.1023  -0.08
N -11.2321 -12.4961 -9.7675  0.06
H -12.0454 -13.3888 -12.8219  0.09
H -10.9073 -14.0297 -11.7949  0.10
H -10.7668 -12.3829 -12.5440  0.10
H -12.3975 -11.4637 -11.0023  0.15
H -13.0649 -14.4812 -10.5438  0.14
H -14.0896 -13.2215 -11.2316  0.13
H -15.8986 -13.4790 -9.9168  0.10
H -15.6486 -13.5132 -8.1316  0.09
H -15.2675 -14.9080 -9.0227  0.09
H -10.9445 -13.4625 -9.7090  0.08
H -10.4052 -12.0687 -10.1595  0.08
C -4.3256 -12.1035 -4.3101  -0.07
C -5.7756 -12.0231 -3.9350  -0.39
C -6.0285 -12.1012 -2.3653  -0.17
O -7.4111 -12.1724 -2.0915  -0.17
C -7.8181 -12.9989 -1.0138  -0.10
N -6.2373 -10.7312 -4.4729  0.07
H -3.8902 -13.0964 -4.1980  0.09
H -3.7930 -11.3412 -3.7414  0.10
H -4.0941 -11.8722 -5.3499  0.08
H -6.3785 -12.7305 -4.5044  0.14
H -5.7170 -11.2178 -1.8079  0.13
H -5.4136 -12.9283 -2.0105  0.13
H -7.1670 -13.8709 -0.9537  0.09
H -8.8133 -13.4149 -1.1706  0.08
H -7.8613 -12.6412 0.0150  0.09
H -5.6905 -10.6398 -5.3172  0.07
H -5.9212 -9.9552 -3.9089  0.08

Calculated values
**LUMO**: -11.7 eV
**Total charge**: +2
**E**: -1625.86614 a.u.
**Molecular weight**: 442.6 g/mol
**Highest occupied orbital energy**: -13.09 eV
**Orbital gap**: 1.358 eV

Record 4
The following is a quantum chemistry calculation of a molecular structure, C3H6P2, from the OMol25 dataset.

Each line ends with the Löwdin charge.
CARTESIAN COORDINATES (ANGSTROEM)
C -0.2470 0.2650 0.2793  -0.91
C 0.9294 1.0782 -1.4853  -0.73
C -0.9338 -0.4155 1.4164  -0.20
P 0.2509 1.8549 0.0955  0.85
P -0.0354 -0.5221 -1.4129  0.81
H 0.8067 1.6385 -2.4211  -0.01
H 2.1219 1.1425 -1.4723  0.07
H -1.9052 -0.8466 1.0606  0.08
H -1.1465 0.4088 2.1101  0.06
H -0.1815 -1.1919 1.6948  0.08
H 0.8572 -1.3361 -0.7388  -0.09

Calculated values
**LUMO**: 0.5 eV
**E**: -800.52254 a.u.
**Molecular weight**: 104.0 g/mol
**Highest occupied orbital energy**: -8.70 eV
**Orbital gap**: 9.191 eV